Formula: C5H10O2
Source: OMol25
Level of theory: ωB97M-V/def2-TZVPD

Structure (ORCA input):
```
! wB97M-V def2-TZVPD RIJCOSX def2/J DEFGRID3
* xyz 0 1
O 2.35 0.17 1.00
O -1.78 0.01 -1.07
C -0.29 1.09 0.16
C 0.13 -0.36 0.36
C -0.86 -1.01 -0.65
C -1.79 0.94 0.05
C 1.60 -0.56 0.05
H 1.87 -1.63 0.07
H 0.22 1.87 0.73
H 3.29 0.08 0.78
H -2.31 0.44 0.89
H -0.32 -1.43 -1.51
H 1.79 -0.18 -0.97
H -2.29 1.89 -0.17
H -0.06 -0.73 1.37
H -0.13 1.26 -0.90
H -1.45 -1.81 -0.20
*
```

**Energy relative to the best compared isomer or geometry (same formula, charge and spin)**: 200.3 kJ/mol
**F_max**: 0.020 Eh/bohr
**Frontier orbital gap**: 10.7 eV
**Lowest unoccupied orbital energy**: 0.903 eV
**E**: -346.9492 a.u.
**E_HOMO**: -9.78 eV